Record 1
{"formula": "C18H33BiN5O6", "method": "the ωB97M-V functional and the def2-TZVPD basis", "orbital_gap_ev": [4.593, 4.446], "energy_ha": -1644.77573, "charge": 1, "homo_ev": [-9.094, -9.085], "de_lowest_kj_mol": 329.9, "lumo_ev": [-4.50, -4.64], "species": ["Bi", "O", "O", "O", "O", "O", "O", "N", "N", "N", "N", "N", "C", "C", "C", "C", "C", "C", "C", "C", "C", "C", "C", "C", "C", "C", "C", "C", "C", "C", "H", "H", "H", "H", "H", "H", "H", "H", "H", "H", "H", "H", "H", "H", "H", "H", "H", "H", "H", "H", "H", "H", "H", "H", "H", "H", "H", "H", "H", "H", "H", "H", "H"], "positions_angstrom": [[0.1520, -0.0072, 0.0412], [2.9491, -1.1755, -1.1280], [-2.4538, 0.7150, 1.9708], [1.6369, 2.8696, -0.9940], [0.4104, -1.7330, -3.9199], [-1.7685, -2.3595, 0.9331], [2.0674, 0.7456, -3.8065], [2.2629, -3.1974, 3.2736], [1.8535, -1.5534, -0.6346], [-0.6423, -2.1748, 0.3474], [0.4872, 2.2777, -0.3675], [-1.4132, 1.2822, 1.1514], [1.2562, -0.0441, 2.4683], [1.6933, 1.2230, 2.7559], [1.2196, -0.5587, 4.8338], [0.9290, -2.4142, 3.1813], [-1.2070, 2.5846, 1.2896], [-0.6292, -4.4593, -0.5035], [2.1842, -3.5824, -1.8320], [2.0313, -4.6543, 3.0720], [0.4880, 4.4571, 0.6656], [1.3406, -2.7986, -0.9004], [3.0598, -2.9583, 4.4970], [1.6195, 0.7345, 5.1480], [1.1331, -0.9676, 3.4822], [-1.9627, 3.4014, 2.2643], [0.0379, -3.1515, -0.3473], [-1.4993, 0.2221, -1.4915], [1.8337, 1.6502, 4.0997], [-0.1029, 3.1250, 0.4686], [1.8666, -0.0759, -4.3084], [0.9903, -1.2472, 5.6673], [2.4307, -3.1968, 5.3481], [-1.6062, -4.2730, -0.9912], [0.2279, -2.9208, 3.8690], [3.9139, -3.6275, 4.4665], [-0.5669, -1.9108, -4.0812], [-0.0183, -5.1305, -1.1170], [2.1953, -3.0103, -2.7815], [2.1897, 2.0933, -1.2849], [1.7523, 1.0559, 6.1760], [-2.3894, -0.2514, 1.8082], [-0.7961, -4.9085, 0.4982], [-0.8457, -0.1964, -2.3033], [1.3895, -4.9820, 3.8909], [2.7955, -2.8275, 2.4779], [3.2023, -3.6069, -1.3924], [2.0849, 2.6896, 4.3299], [-1.7893, 1.2485, -1.7784], [0.5747, -2.5436, 2.1515], [1.7875, -4.5949, -1.9849], [-2.6709, 4.0729, 1.7454], [-1.2547, 4.0202, 2.8236], [1.5419, -4.8237, 2.1063], [1.0341, 4.4803, 1.6229], [1.1741, 4.6741, -0.1597], [-0.3109, 5.2032, 0.6979], [-2.5159, 2.7478, 2.9408], [1.1810, 1.1055, -3.6234], [3.0003, -5.1518, 3.1108], [-2.4021, -0.3862, -1.3580], [3.4071, -1.9298, 4.5290], [1.9165, 1.9703, 1.9702]]}


Record 2
{"formula": "C18H33Cl18NO3", "method": "the ωB97M-V functional and the def2-TZVPD basis", "orbital_gap_ev": 9.310, "energy_ha": -9269.31531, "smiles": "O=COCCCC[C@H]1CNC(=O)C1.ClCCl.ClCCl.ClCCl.ClCCl.ClCCl.ClCCl.ClCCl.ClCCl.ClCCl", "homo_ev": -9.056, "lumo_ev": 0.25, "species": ["Cl", "Cl", "Cl", "Cl", "Cl", "Cl", "Cl", "Cl", "Cl", "Cl", "Cl", "Cl", "Cl", "Cl", "Cl", "Cl", "Cl", "Cl", "O", "O", "O", "N", "C", "C", "C", "C", "C", "C", "C", "C", "C", "C", "C", "C", "C", "C", "C", "C", "C", "C", "H", "H", "H", "H", "H", "H", "H", "H", "H", "H", "H", "H", "H", "H", "H", "H", "H", "H", "H", "H", "H", "H", "H", "H", "H", "H", "H", "H", "H", "H", "H", "H", "H"], "positions_angstrom": [[1.1591, 1.7776, -7.7728], [-1.4201, -5.5439, 1.2331], [-3.1355, -5.5062, -1.1238], [0.9863, 6.6144, -3.4304], [-5.2320, -4.3792, 1.4216], [-6.2292, -1.6973, 1.9806], [1.5475, -1.3436, 6.3147], [4.7126, 0.4569, -0.7797], [6.4930, 3.9988, -3.4051], [-0.4516, 3.0256, 0.7662], [4.3226, 2.4741, -4.6151], [2.3516, 1.2589, 0.7309], [-1.4487, 5.7075, 1.3251], [3.5201, 0.9756, -9.2833], [2.2850, 4.8372, -1.5189], [6.5103, 1.4163, -6.7969], [8.9563, -0.1261, -6.4259], [-0.8135, -0.5417, 7.8253], [-3.4993, -0.6766, 0.5396], [-4.2344, 1.6273, 0.5316], [-2.7900, -4.2146, 5.0865], [-2.7691, -1.6514, 4.5962], [-0.9935, -2.1544, 2.7435], [-0.3392, -1.2517, 1.5984], [-2.6908, -6.3898, 0.3414], [-2.6769, -3.1565, 4.2824], [-2.3258, -3.0605, 2.6542], [-3.3122, -1.6612, -0.5401], [-0.6209, -1.4234, 0.0445], [-1.4592, -1.1186, 3.9782], [1.1989, 6.2174, -1.7209], [-3.3531, 0.7115, 0.0569], [0.8850, -0.1923, 7.4813], [4.8136, 4.0392, -3.9557], [-1.7976, -2.3750, -0.5213], [2.8576, 2.1269, -8.1168], [-1.8666, 3.9946, 1.1951], [8.1145, 1.3835, -6.0548], [-6.6470, -3.4101, 1.8506], [4.0501, 1.6082, 0.3869], [-3.5176, -1.2152, -1.6230], [-3.3382, -2.6713, 2.2222], [0.2260, 5.9706, -1.2893], [-2.5034, 1.1133, -0.6475], [-0.8213, -0.3397, -0.4198], [-3.5717, -6.4843, 0.9810], [-2.3291, -7.3824, 0.0623], [4.7123, 4.8003, -4.7331], [3.4295, 2.0612, -7.1880], [-7.4097, -3.5326, 1.0777], [-1.8389, -3.4693, -0.0521], [-2.2561, 3.6496, 2.1560], [-0.1320, -2.8038, 3.2628], [1.4569, -0.2580, 8.4101], [-2.0690, -4.1610, 2.3280], [1.6229, 7.0823, -1.2049], [-1.5656, -2.5693, -1.6775], [-7.0365, -3.7552, 2.8114], [-0.5429, -0.1068, 1.8789], [0.8469, -1.3440, 1.7480], [0.9643, 0.8167, 7.0697], [4.1678, 4.2874, -3.1099], [8.7012, 2.2217, -6.4386], [-2.6292, 3.8721, 0.4223], [4.1295, 2.6173, -0.0247], [-4.0754, -2.5619, -0.4164], [-2.8515, -1.4072, 5.6211], [-0.6560, -1.1718, 4.8449], [0.3857, -1.7727, -0.4959], [-1.7226, -0.0158, 3.7053], [8.0071, 1.4738, -4.9711], [2.9370, 3.1360, -8.5284], [4.6220, 1.5425, 1.3157]]}


Record 3
{"formula": "C18H33ClN6", "method": "the ωB97M-V functional and the def2-TZVPD basis", "orbital_gap_ev": 7.188, "energy_ha": -1493.14863, "charge": 2, "homo_ev": -13.005, "de_lowest_kj_mol": 2024.8, "lumo_ev": -5.82, "species": ["Cl", "N", "N", "N", "N", "N", "N", "C", "C", "C", "C", "C", "C", "C", "C", "C", "C", "C", "C", "C", "C", "C", "C", "C", "C", "H", "H", "H", "H", "H", "H", "H", "H", "H", "H", "H", "H", "H", "H", "H", "H", "H", "H", "H", "H", "H", "H", "H", "H", "H", "H", "H", "H", "H", "H", "H", "H", "H"], "positions_angstrom": [[-0.9889, -0.3862, -1.8807], [1.5177, 1.2088, -2.3975], [2.9348, -0.2612, -1.4855], [-3.0281, -1.0961, 0.7131], [-1.6907, -2.7623, 1.5857], [0.1989, 2.0127, 0.7332], [-1.0143, 0.3227, 1.5719], [1.6882, 3.6817, 1.9468], [-1.5804, -0.7119, 2.4685], [3.9077, -0.7822, -0.5276], [1.9355, -0.9117, -2.1727], [-1.1035, 0.3424, 0.1429], [5.0791, -1.4927, -1.3439], [-1.9431, -1.8998, 0.4825], [2.7001, 1.1290, -1.7134], [-0.5369, -3.6338, 1.7599], [-0.2761, 1.3176, -0.3502], [1.0513, 0.0272, -2.7857], [1.0593, 3.1464, 0.5879], [-3.4234, -1.2806, 2.0372], [-3.7857, -0.6855, -1.6860], [-0.2370, 1.4127, 1.8970], [-3.6246, -0.1147, -0.3055], [0.7837, 2.4304, -2.7360], [-2.6830, -2.4360, 2.4830], [-0.1346, 1.7822, -1.3149], [0.9341, 3.9832, 2.6737], [2.3442, 2.9430, 2.4073], [-4.6247, -1.3738, -1.5835], [-2.8854, -1.1619, -2.0740], [0.1189, -0.1101, -3.3130], [-1.6064, -1.6661, 1.9424], [0.4870, 3.9765, 0.1740], [1.4150, 3.3151, -2.6541], [-0.8031, -4.6889, 1.6955], [1.8375, -1.9835, -2.2624], [4.3107, 0.0714, 0.0175], [-4.2083, -0.6660, 2.4527], [-4.0598, 0.0617, -2.4307], [-0.0610, 1.8041, 2.8881], [3.3703, 1.8417, -1.2558], [-1.7953, -0.3567, -0.3034], [1.8773, 2.9711, -0.1108], [0.4026, 2.5054, -3.7544], [-2.7898, -3.0247, 3.3821], [-1.1638, -0.8519, 3.4660], [2.3920, 4.5015, 1.8029], [-4.6097, 0.2329, 0.0058], [5.6133, -0.9592, -2.1302], [0.1682, -3.4476, 0.9498], [-0.1644, -3.3949, 2.7560], [-1.3367, -1.8729, -0.4108], [5.6954, -1.8546, -0.5209], [-3.0545, 0.8128, -0.3581], [3.4731, -1.4603, 0.2070], [-2.6530, -0.5832, 2.6137], [-0.1207, 2.4507, -2.1279], [4.6907, -2.3737, -1.8549]]}